Entry 1:
DFT (the ωB97M-V functional and the def2-TZVPD basis) results for C37H39B2F4N6O6PTi as an isolated structure in a non-equilibrium geometry.

The geometry in XYZ format:
```
96
Properties=species:S:1:pos:R:3
Ti 1.8115 -0.2647 1.3301
C 3.0917 -4.2548 2.8949
C 2.4055 -2.9740 2.5709
N 2.9768 -1.9795 2.0022
O 4.2835 -2.1010 1.6840
B 4.7035 -0.9088 0.8922
F 3.5942 -0.6585 -0.0061
F 5.8771 -1.1606 0.2721
O 4.8328 0.3018 1.7402
N 3.6116 0.6228 2.2133
C 3.5000 1.5899 3.0420
C 4.6338 2.4285 3.5207
C 2.1035 1.7997 3.4822
N 1.2632 0.9645 2.9834
O -0.0260 1.1211 3.3746
B -0.6934 -0.1474 3.8315
F -1.9982 0.1811 4.0852
F 0.0002 -0.6298 4.9459
O -0.7058 -1.2160 2.7806
N 0.5653 -1.5787 2.4463
C 0.9913 -2.7041 2.8929
C 0.1704 -3.6792 3.6620
C 1.7068 2.8976 4.4071
H 3.5222 -4.2158 3.8981
H 3.9043 -4.4225 2.1914
H 2.3919 -5.0871 2.8604
H 5.5738 2.0310 3.1498
H 4.6588 2.4609 4.6101
H 4.5143 3.4524 3.1600
H -0.6992 -3.1873 4.0862
H 0.7609 -4.1332 4.4565
H -0.1596 -4.4809 2.9961
H 1.0258 2.5154 5.1662
H 1.1683 3.6614 3.8410
H 2.5709 3.3584 4.8758
N 0.0994 0.1451 0.2823
P -1.0877 0.6992 -0.6244
C -0.5353 0.8450 -2.3949
C 0.0304 2.2349 -2.5899
C 0.4745 2.8029 -3.7153
C 0.6375 2.1869 -5.0269
C 0.4072 0.9003 -5.2928
C -0.1861 -0.0778 -4.3355
C -1.7756 2.3042 -0.1670
C -2.5467 3.0472 -1.0622
C -3.1625 4.2132 -0.6428
C -3.0115 4.6399 0.6710
C -2.2544 3.8973 1.5615
C -1.6395 2.7232 1.1491
C -2.4703 -0.4202 -0.3041
C -3.7835 0.0003 -0.4934
C -4.8351 -0.8507 -0.1995
C -4.5796 -2.1108 0.3222
C -3.2729 -2.5132 0.5556
C -2.2167 -1.6736 0.2398
H 0.1046 2.8510 -1.7053
H 0.8320 3.8220 -3.6229
H 1.0311 2.8188 -5.8134
H 0.6160 0.5328 -6.2907
H -0.3533 -1.0305 -4.8359
H -2.6551 2.7298 -2.0935
H -3.7522 4.7927 -1.3408
H -3.4883 5.5549 0.9975
H -2.1420 4.2242 2.5867
H -1.0592 2.1358 1.8494
H -3.9926 0.9982 -0.8550
H -5.8540 -0.5216 -0.3562
H -5.4024 -2.7690 0.5699
H -3.0726 -3.4797 0.9996
H -1.1976 -1.9839 0.4216
C -3.8352 -0.2852 -3.9882
C -2.4641 -0.6369 -3.4972
C -2.1629 -1.8768 -3.1035
C -0.9019 -2.3570 -2.5222
C -0.9804 -3.7939 -2.0740
C 0.2136 -1.6225 -2.3688
C 1.3725 -2.2467 -1.6440
O 1.4442 -2.3644 -0.4421
C 0.4936 -0.2389 -2.9376
C 1.9768 0.0708 -2.8747
C -1.4524 0.4618 -3.6132
H -4.5288 -1.1171 -3.8774
H -3.8006 0.0074 -5.0413
H -4.2326 0.5719 -3.4387
H -2.9600 -2.6132 -3.1178
H -1.8610 -3.9481 -1.4491
H -0.1091 -4.1278 -1.5162
H -1.0946 -4.4375 -2.9504
H 2.1945 -2.6419 -2.2687
H 2.3563 0.0619 -1.8556
H 2.1981 1.0472 -3.2910
H 2.5279 -0.6646 -3.4666
H -1.9011 1.3389 -4.0806
O 1.7615 3.8962 0.2348
C 1.8834 2.7145 0.2192
N 2.0248 1.5307 0.1812
```

Kohn-Sham gap (spin up / spin down) in hartree: 0.2856 / 0.2540
Molar mass in g mol⁻¹: 840.21
F_max in Eh/bohr: 0.02501
Expectation value of S²: 2.01
Spin multiplicity: 3
E_LUMO (spin up / spin down) in eV: 0.0 / -1.3

***

Entry 2:
DFT (the ωB97M-V functional and the def2-TZVPD basis) results for a 5-piece molecular cluster, C37H39ClO16 overall in a non-equilibrium geometry.

The geometry in XYZ format:
```
93
Properties=species:S:1:pos:R:3
C -2.7268 -5.1703 1.0811
C -3.1118 -4.1972 1.6768
C -3.5250 -3.0060 2.4230
C -2.2920 -2.4100 3.1372
C -2.3517 -0.8898 3.3444
C -2.1824 -0.0827 2.0837
C -3.3278 0.2426 1.3529
C -3.2502 0.9831 0.1884
C -2.0379 1.4469 -0.2732
C -0.8695 1.1377 0.4418
C -0.9376 0.3563 1.6038
C 0.3506 -0.0145 2.3226
C 0.9112 -1.3352 1.7159
C 2.4258 -1.3285 1.5006
Cl 3.1244 -2.9372 1.8964
C 0.4013 1.6768 -0.1100
O 1.4612 1.0877 -0.0634
C 0.3189 3.0075 -0.8007
C 1.3503 3.9523 -0.7345
C 2.5880 3.6680 0.0888
C 3.4234 4.8680 0.5169
O 2.9504 5.4682 1.7398
C 3.2025 4.7721 2.8581
O 4.2880 4.5434 3.3043
C 1.1603 5.1319 -1.4453
C 0.0150 5.3720 -2.1938
C -0.9991 4.4306 -2.2495
C -0.8399 3.2587 -1.5293
C -1.9290 2.2428 -1.5274
O -2.6811 2.0835 -2.4608
H -2.0832 -5.8616 0.5940
H -4.2801 -3.2850 3.1584
H -3.9609 -2.2982 1.7181
H -1.3875 -2.7162 2.6184
H -2.2330 -2.8737 4.1242
H -3.3220 -0.6375 3.7805
H -1.6211 -0.6233 4.1071
H -4.3017 -0.0972 1.6796
H -4.1513 1.1997 -0.3715
H 0.1563 -0.1752 3.3795
H 1.0709 0.7906 2.2107
H 0.5863 -2.1757 2.3220
H 0.4398 -1.4694 0.7412
H 2.6297 -1.1921 0.4453
H 2.9394 -0.5638 2.0743
H 2.2401 3.1871 1.0057
H 3.2137 2.9210 -0.3966
H 3.4813 5.6643 -0.2158
H 4.4432 4.5146 0.6818
H 2.3125 4.4010 3.3886
H 1.9116 5.9089 -1.4424
H -0.1028 6.2868 -2.7592
H -1.8875 4.6049 -2.8376
C -5.3707 6.4231 -3.0508
C -4.3903 6.2162 -4.1855
O -3.6288 7.4256 -4.1596
C -3.7124 7.9502 -2.9104
O -3.0581 8.8569 -2.5156
O -4.6422 7.2903 -2.1768
H -5.6379 5.5011 -2.5413
H -6.2822 6.9296 -3.3729
H -3.7195 5.3740 -4.0072
H -4.8753 6.0842 -5.1490
C -0.9735 -6.1942 -3.6034
C -0.7891 -4.9974 -2.6994
O -2.1042 -4.8160 -2.1585
C -2.7611 -5.9988 -2.2321
O -3.8086 -6.2217 -1.7173
O -2.0592 -6.8928 -2.9664
H -0.1051 -6.8206 -3.6583
H -1.2832 -5.9152 -4.6115
H -0.0934 -5.1963 -1.8814
H -0.4666 -4.1059 -3.2288
C 4.1479 -8.3422 -4.5694
C 3.5846 -8.4415 -3.1665
O 2.7652 -7.2693 -3.0879
C 2.4260 -6.9083 -4.3448
O 1.6130 -6.0778 -4.6037
O 3.1217 -7.6175 -5.2578
H 4.3115 -9.3095 -5.0360
H 5.0723 -7.7643 -4.6101
H 2.9534 -9.3208 -3.0298
H 4.3476 -8.4275 -2.3934
C 4.2662 1.8716 4.9379
C 3.0992 2.2343 5.8283
O 2.1744 1.1765 5.5629
C 2.8768 0.1023 5.1155
O 2.4170 -0.9806 4.9625
O 4.1632 0.4433 4.8607
H 5.2265 2.1659 5.3518
H 4.1713 2.2853 3.9375
H 3.3584 2.2199 6.8884
H 2.6612 3.1990 5.5848
```

Kohn-Sham gap in hartree: 0.3106
Molar mass in g mol⁻¹: 775.16
F_max in Eh/bohr: 0.02077
SMILES: C#CCCCc1ccc2c(c1CCCCl)C(=O)c1c(CCOC=O)cccc1C2=O.O=C1OCCO1.O=C1OCCO1.O=C1OCCO1.O=C1OCCO1
E_LUMO in eV: -0.9

***

Entry 3:
DFT (the ωB97M-V functional and the def2-TZVPD basis) results for C37H40AsBr2F6N9O4Ti as an isolated structure.

The geometry in XYZ format:
```
100
Properties=species:S:1:pos:R:3
Ti 0.3730 0.2889 0.3634
Br 3.3230 2.1255 6.2201
C 2.5025 1.5530 4.6541
C 1.1291 1.6686 4.4879
C 0.5815 1.2648 3.2890
N 1.3022 0.7431 2.2975
C 2.6225 0.5821 2.4776
C 3.2600 0.9941 3.6303
C 3.2886 -0.1454 1.3833
C 4.5938 -0.5896 1.4633
C 5.0836 -1.4373 0.4757
Br 6.8270 -2.0711 0.5609
C 4.2358 -1.8181 -0.5558
C 2.9598 -1.2988 -0.5824
N 2.4789 -0.4587 0.3493
H 0.5040 2.0928 5.2603
H -0.4723 1.3873 3.0967
H 4.3264 0.8815 3.7532
H 5.2203 -0.3248 2.3012
H 4.5626 -2.4973 -1.3302
H 2.2813 -1.5669 -1.3776
C -1.0013 3.2219 -2.3124
N 0.4534 3.1195 -2.4168
C 1.0841 4.1961 -3.1892
C 1.1439 2.1293 -1.8912
N 0.5290 0.9221 -1.6051
C -0.2742 0.4098 -2.6351
C 0.3036 0.2948 -3.9106
C -0.4184 -0.0963 -5.0208
C -1.7738 -0.3439 -4.8894
C -2.3997 -0.2132 -3.6388
C -3.8055 -0.3129 -3.5885
C -4.4937 -0.0291 -2.4131
C -3.7858 0.2182 -1.2634
C -2.3629 0.1738 -1.2169
N -1.7508 0.1570 0.0033
C -2.5556 -0.2686 1.0684
N -3.1753 -1.4352 0.9886
C -2.9034 -2.4437 -0.0376
C -4.3726 -1.7498 1.7845
N -2.6341 0.4979 2.1621
C -2.8351 -0.0444 3.5092
C -2.8426 1.9451 2.0281
C -1.6449 0.1074 -2.4672
N 2.4576 2.2693 -1.5813
C 3.4243 1.3265 -2.1401
C 3.0587 3.5362 -1.1602
H -1.4746 2.8657 -3.2291
H -1.2527 4.2704 -2.1664
H -1.3535 2.6579 -1.4530
H 0.4487 4.3978 -4.0500
H 2.0611 3.8857 -3.5457
H 1.1712 5.1059 -2.5965
H 1.3556 0.5252 -4.0200
H 0.0670 -0.1872 -5.9828
H -2.3701 -0.6141 -5.7510
H -4.3466 -0.5457 -4.4964
H -5.5749 -0.0066 -2.4041
H -4.3255 0.4416 -0.3526
H -2.0249 -2.1932 -0.6207
H -3.7654 -2.5181 -0.7018
H -2.7569 -3.4056 0.4530
H -4.8203 -0.8450 2.1804
H -4.1439 -2.4400 2.5948
H -5.0892 -2.2258 1.1171
H -2.5537 -1.0928 3.5368
H -3.8600 0.0788 3.8580
H -2.1824 0.5034 4.1880
H -3.9124 2.1635 2.0018
H -2.3670 2.3208 1.1284
H -2.4175 2.4486 2.8914
H 3.8604 1.7400 -3.0540
H 2.9459 0.3830 -2.3771
H 4.2291 1.1594 -1.4257
H 3.6231 4.0129 -1.9633
H 3.7512 3.3117 -0.3481
H 2.3004 4.2114 -0.7902
F 0.0551 2.1381 0.6447
As 0.0744 4.5634 1.4653
F 1.6528 4.0291 1.7972
F 0.5517 4.8105 -0.1550
F 0.1155 6.1433 1.9786
F -1.5192 4.3957 0.8919
F -0.4311 3.8278 2.9166
O 0.2316 -1.5430 -0.6579
C 0.1643 -2.1568 0.4513
O 0.0144 -1.3833 1.4648
C 0.2659 -3.6053 0.5864
C 0.3981 -4.3946 -0.5579
C 0.4966 -5.7681 -0.4314
C 0.4611 -6.3104 0.8413
C 0.3344 -5.5519 1.9911
C 0.2361 -4.1784 1.8592
N 0.5671 -7.7900 0.9804
O 0.7109 -8.4194 -0.0404
O 0.5077 -8.2327 2.1026
H 0.4180 -3.9322 -1.5361
H 0.5998 -6.4214 -1.2857
H 0.3184 -6.0420 2.9537
H 0.1459 -3.5494 2.7342
```

Kohn-Sham gap (spin up / spin down) in hartree: 0.2515 / 0.2237
Molar mass in g mol⁻¹: 1071.37
F_max in Eh/bohr: 0.01328
Expectation value of S²: 0.78
Spin multiplicity: 2
Net charge: +3
E_LUMO (spin up / spin down) in eV: -9.1 / -10.6

***

Entry 4:
DFT (the ωB97M-V functional and the def2-TZVPD basis) results for C37H40Br2ClN3O4P2SiZr as an isolated structure.

The geometry in XYZ format:
```
91
Properties=species:S:1:pos:R:3
Zr -0.4563 -0.3714 -0.7495
C -2.1322 -1.2117 3.0483
P -0.7028 -0.7744 1.9937
C 0.1997 0.2650 3.1701
C 0.1029 -2.4009 1.8966
C 1.1876 -2.7559 2.6897
C 1.6710 -4.0558 2.6669
C 1.0647 -5.0072 1.8606
C -0.0049 -4.6562 1.0498
C -0.4957 -3.3528 1.0501
P -1.7125 -2.7848 -0.1912
C -3.4283 -2.8607 0.4261
C -1.7332 -4.1176 -1.4242
H -1.7502 -1.3467 4.0613
H -2.5758 -2.1511 2.7347
H -2.8871 -0.4320 3.0558
H 0.3766 -0.2828 4.0963
H -0.4555 1.1065 3.3998
H 1.1288 0.6576 2.7819
H 1.6604 -2.0227 3.3299
H 2.5139 -4.3288 3.2876
H 1.4281 -6.0262 1.8580
H -0.4477 -5.4093 0.4123
H -3.5721 -3.7438 1.0496
H -4.0798 -2.9386 -0.4457
H -3.7077 -1.9678 0.9790
H -2.0787 -5.0451 -0.9661
H -0.7434 -4.2679 -1.8518
H -2.4249 -3.8476 -2.2190
O -2.2792 6.1227 -1.8593
C -1.3785 5.1363 -1.8260
O -0.3196 5.2253 -2.3673
C -1.7248 3.9161 -1.0288
C -2.3080 3.7980 0.2161
Cl -3.0575 4.9905 1.1542
N -2.2462 2.5016 0.6094
N -1.6376 1.7565 -0.3447
C -1.3310 2.6133 -1.3208
C -0.7413 2.0364 -2.5572
O -0.7842 2.5244 -3.6410
O -0.2503 0.8166 -2.2930
C -3.0505 1.9370 1.6564
C -2.7993 2.2903 2.9724
C -3.6868 1.8800 3.9581
C -4.8070 1.1318 3.6197
C -5.0393 0.7747 2.2961
C -4.1608 1.1824 1.3033
H -3.1055 5.8930 -1.4151
H -1.9422 2.9059 3.2141
H -3.5116 2.1606 4.9878
H -5.5061 0.8319 4.3886
H -5.9207 0.2041 2.0350
H -4.3542 0.9632 0.2602
Br -3.5543 -0.1921 -2.5988
C -2.4762 -0.4593 -4.1826
Br -1.1134 -1.7768 -3.8502
H -1.9936 0.4775 -4.4360
H -3.1243 -0.8283 -4.9663
C 2.1728 5.0648 1.3550
C 1.7260 4.6975 0.0928
C 1.6433 3.3549 -0.2475
C 2.0014 2.3530 0.6594
C 2.4834 2.7485 1.9119
C 2.5598 4.0890 2.2623
Si 2.0047 0.5451 0.1544
C 3.3138 0.2792 -1.1709
C 3.1224 0.6074 -2.5180
C 4.1528 0.4760 -3.4393
C 5.3993 0.0164 -3.0300
C 5.6090 -0.3133 -1.6984
C 4.5731 -0.1865 -0.7800
H 2.2514 6.1116 1.6179
H 1.4624 5.4507 -0.6377
H 1.3326 3.1040 -1.2577
H 2.8436 2.0072 2.6175
H 2.9477 4.3720 3.2323
H 2.4823 -0.2372 1.3282
H 2.1649 0.9827 -2.8599
H 3.9889 0.7488 -4.4739
H 6.2064 -0.0726 -3.7453
H 6.5816 -0.6583 -1.3715
H 4.7591 -0.4351 0.2592
C 2.7824 -3.8763 -3.6639
C 3.1324 -3.1407 -2.3649
C 1.9818 -2.4626 -1.8008
N 1.0449 -1.9490 -1.3785
H 3.6804 -4.3511 -4.0521
H 2.4153 -3.1790 -4.4156
H 2.0340 -4.6494 -3.4963
H 3.8869 -2.3653 -2.5270
H 3.5184 -3.8149 -1.5968
```

Kohn-Sham gap in hartree: 0.2481
Molar mass in g mol⁻¹: 967.26
F_max in Eh/bohr: 0.00752
Net charge: +2
E_LUMO in eV: -6.3

***

Entry 5:
DFT (the ωB97M-V functional and the def2-TZVPD basis) results for C37H40CaN6O7P as an isolated structure in a non-equilibrium geometry.

The geometry in XYZ format:
```
92
Properties=species:S:1:pos:R:3
Ca -0.9388 -0.8466 -0.6999
N -0.6689 1.8654 -2.5882
C -0.3038 0.7242 -3.4314
C 0.8863 0.0336 -2.7636
O 1.9296 0.7129 -2.6449
N 0.6437 -1.1983 -2.3393
C 1.7642 -1.8581 -1.6757
C 1.7703 -1.7701 -0.1298
O 2.5136 -2.5051 0.4990
O 0.9674 -0.8873 0.3838
H -1.3097 2.4866 -3.0681
H 0.1804 2.3847 -2.3874
H 0.0133 1.0106 -4.4443
H -1.1505 0.0410 -3.5173
H 2.7230 -1.4349 -1.9965
H 1.7623 -2.9218 -1.9270
N 1.7569 1.8693 0.3306
C 2.2141 2.5251 1.4400
C 3.0160 3.6675 1.2584
C 3.4683 4.4093 2.3269
C 3.1397 4.0460 3.6300
C 2.3559 2.9226 3.8184
C 1.8805 2.1488 2.7604
P 0.8318 0.6715 3.0432
C 0.1648 0.9942 4.7277
C 0.6837 0.4612 5.9024
C 0.0570 0.6818 7.1229
C -1.0969 1.4457 7.1920
C -1.6301 1.9847 6.0266
C -1.0090 1.7481 4.8115
C 2.0296 -0.6548 3.3806
C 3.4055 -0.4736 3.3956
C 4.2504 -1.5536 3.6203
C 3.7261 -2.8144 3.8454
C 2.3500 -3.0030 3.8298
C 1.5119 -1.9334 3.5840
H 1.4258 0.9077 0.3919
H 2.2456 2.0115 -0.5429
H 3.2744 3.9529 0.2459
H 4.0854 5.2804 2.1417
H 3.4888 4.6215 4.4760
H 2.0992 2.6270 4.8292
H 1.5821 -0.1430 5.8603
H 0.4786 0.2526 8.0230
H -1.5808 1.6186 8.1447
H -2.5304 2.5857 6.0665
H -1.4389 2.1572 3.9049
H 3.8244 0.5094 3.2179
H 5.3230 -1.4048 3.6077
H 4.3876 -3.6564 4.0043
H 1.9318 -3.9926 3.9587
H 0.4453 -2.1075 3.5030
C -1.2090 3.1712 1.2638
C -2.3517 2.5737 0.5330
N -2.4235 1.3468 0.0467
C -3.5973 1.3016 -0.6806
C -4.2479 2.5003 -0.5894
N -3.4418 3.2915 0.1877
C -5.5316 3.0679 -1.0731
O -6.2661 2.2983 -1.8368
O -5.8485 4.1881 -0.7270
C -3.9579 0.1206 -1.5319
O -5.0822 0.1421 -2.0817
O -3.1000 -0.7815 -1.5955
H -0.5421 2.3803 1.5930
H -1.5387 3.7568 2.1234
H -0.6326 3.8204 0.6039
H -3.6566 4.2525 0.4035
H -5.7775 1.4085 -2.0067
C -4.5111 -1.3230 1.5733
N -3.7346 -0.7063 2.6924
C -4.3762 -1.0003 3.9940
C -2.2414 -1.0985 2.6993
C -2.0162 -2.5084 2.2551
C -2.0970 -3.5434 3.1897
C -1.9296 -4.8518 2.7696
C -1.6764 -5.0904 1.4224
C -1.5780 -4.0340 0.5252
C -1.7283 -2.6816 0.8878
H -5.4322 -0.7551 1.4599
H -4.7065 -2.3564 1.8463
H -3.9045 -1.3182 0.6713
H -3.7455 0.3039 2.5496
H -4.2859 -2.0710 4.1654
H -5.4236 -0.7092 3.9467
H -3.8532 -0.4463 4.7714
H -1.9052 -0.8559 3.7106
H -1.7796 -0.3985 2.0055
H -2.2590 -3.3309 4.2443
H -1.9761 -5.6699 3.4783
H -1.5320 -6.1085 1.0785
H -1.3478 -4.2910 -0.5058
```

Kohn-Sham gap in hartree: 0.2499
Molar mass in g mol⁻¹: 751.81
F_max in Eh/bohr: 0.02361
Net charge: -1
E_LUMO in eV: 1.7